1.
A cluster of 3 separate species, C18H21N2O3P in total, computed with ωB97M-V/def2-TZVPD.

XYZ file:
```
45
Properties=species:S:1:pos:R:3:nbo_charge:R:1
C 0.2035 0.0250 2.2384 -0.63
C 1.3599 -0.8977 1.6250 -0.70
P 0.7793 -2.2343 0.4221 0.75
C 2.3108 -2.6378 -0.6249 -0.94
C -0.5973 -1.4551 -0.5993 -0.40
C -1.9131 -1.9115 -0.3233 0.00
C -2.3293 -3.0101 0.7404 -0.67
C -2.7663 -1.0049 -1.3067 0.75
O -4.0057 -1.1102 -1.3429 -0.53
O -1.9986 -0.0570 -2.0727 -0.50
C -0.6181 -0.3338 -1.7143 0.77
O 0.3320 0.2837 -2.2081 -0.51
H 0.7042 1.0222 2.5323 0.22
H -0.6344 0.2967 1.5185 0.22
H -0.2626 -0.4501 3.1742 0.21
H 2.1400 -0.2374 1.1205 0.22
H 1.8905 -1.4316 2.4970 0.24
H 2.0486 -3.1699 -1.6037 0.25
H 2.9747 -1.6974 -0.8007 0.25
H 2.9678 -3.3437 0.0099 0.24
H -1.6456 -3.9207 0.5972 0.26
H -2.2337 -2.6460 1.8243 0.25
H -3.4001 -3.3555 0.5178 0.24
N -3.9471 1.9751 1.5748 -0.43
C -4.6573 2.7838 2.3770 0.03
C -5.9294 3.2436 2.0776 -0.27
C -6.5039 2.8499 0.8774 -0.17
C -5.7913 2.0158 0.0285 -0.25
C -4.5268 1.6079 0.4207 0.04
H -4.1646 3.0664 3.3017 0.19
H -6.4574 3.8931 2.7646 0.22
H -7.4976 3.1898 0.6066 0.22
H -6.2083 1.6893 -0.9158 0.22
H -3.9333 0.9541 -0.2057 0.20
N 5.2099 -0.8638 -1.3017 -0.43
C 6.1877 -0.2813 -0.5895 0.03
C 6.7667 0.9323 -0.9228 -0.26
C 6.3149 1.5844 -2.0608 -0.16
C 5.3070 1.0041 -2.8168 -0.26
C 4.7905 -0.2109 -2.3972 0.03
H 6.5093 -0.8308 0.2892 0.19
H 7.5512 1.3566 -0.3088 0.22
H 6.7439 2.5357 -2.3556 0.22
H 4.9307 1.4847 -3.7110 0.22
H 3.9985 -0.7028 -2.9533 0.20
```

Computed properties:
HOMO energy = -8.410 eV
HOMO-LUMO gap = 7.6 eV
E_LUMO = -0.86 eV
relative energy (zero: lowest compared OMol25 entry of this formula, charge and spin) = 43.6 kcal/mol

2.
A structure of composition C25H60AgN4NiO11, computed with ωB97M-V/def2-TZVPD.

XYZ file:
```
102
Properties=species:S:1:pos:R:3:lowdin_spin:R:1
Ag 0.3339 -0.3510 -4.9820 0.00
Ni 0.2147 2.1375 -2.5052 1.65
C -0.7071 -0.1641 -2.3719 0.01
O -0.1827 -1.1796 -2.9603 0.01
O -0.1652 0.4769 -1.3803 0.10
O -1.1573 0.7444 -3.2460 0.07
C 3.7888 -6.6139 2.1518 0.00
O 3.4475 -5.7102 1.1050 0.01
C 3.7018 -6.2741 -0.1632 0.00
C 3.1055 -5.3085 -1.1672 0.08
N 1.6763 -5.2607 -0.9724 0.66
C 0.9179 -4.3465 -1.7830 0.08
C -0.5458 -4.7814 -1.7114 0.02
O -1.0220 -4.7970 -0.3974 0.02
C -1.0970 -3.5106 0.1951 0.00
H 3.4584 -6.1480 3.0775 0.00
H 4.8709 -6.7585 2.2196 0.00
H 3.3079 -7.5906 2.0556 0.00
H 3.1867 -7.2391 -0.2389 0.00
H 4.7741 -6.4144 -0.3217 0.00
H 3.2777 -5.5822 -2.2104 0.01
H 3.4784 -4.2850 -0.9980 0.04
H 1.2894 -5.3377 -0.0220 0.01
H 1.3335 -4.4545 -2.7888 0.01
H 0.9972 -3.2707 -1.5688 0.04
H -0.6365 -5.7804 -2.1421 0.00
H -1.1940 -4.1706 -2.3506 0.00
H -1.4052 -3.6464 1.2291 0.00
H -1.9052 -2.9360 -0.2780 0.00
H -0.2136 -2.8630 0.1656 0.00
C 2.7995 3.0378 -0.9204 0.01
O 1.4303 3.1553 -1.3190 0.03
C 0.6035 3.8728 -0.3909 0.00
C -0.6059 4.4530 -1.0954 0.01
N -1.2850 3.3260 -1.7981 0.10
C -2.0331 3.8120 -2.9936 0.01
C -3.2080 4.7234 -2.6430 0.01
O -2.8302 6.0020 -2.1799 0.00
C -2.2664 6.8480 -3.1689 0.00
H 3.3596 3.9440 -1.1574 0.00
H 3.2350 2.2345 -1.5127 0.00
H 2.9056 2.8246 0.1416 0.00
H 1.1671 4.6824 0.0754 0.00
H 0.2219 3.2204 0.4013 0.00
H -0.3004 5.2329 -1.7942 0.00
H -1.2918 4.9118 -0.3888 0.00
H -2.0153 2.9471 -1.1586 0.00
H -2.3746 2.8951 -3.4806 0.00
H -1.3837 4.3130 -3.7187 0.00
H -3.7462 4.2715 -1.8073 0.00
H -3.8622 4.8289 -3.5149 0.00
H -2.1968 7.8237 -2.6916 0.00
H -2.8436 6.8659 -4.0935 0.00
H -1.2191 6.5843 -3.3700 0.00
C 5.7112 -3.4990 0.8506 0.00
O 4.8909 -2.4352 0.3847 0.00
C 3.5962 -2.4352 0.9516 0.00
C 2.7878 -1.4843 0.1000 0.00
N 1.5161 -1.0944 0.7247 0.00
C 1.6982 -0.1715 1.8424 0.00
C 0.3150 0.2247 2.3479 0.00
O 0.4237 0.7774 3.6282 0.00
C -0.8453 1.2156 4.1058 0.00
H 6.6382 -3.4187 0.2903 0.00
H 5.2342 -4.4602 0.6262 0.00
H 5.8734 -3.4125 1.9271 0.00
H 3.6229 -2.1326 2.0014 0.00
H 3.1921 -3.4564 0.9114 0.00
H 2.5487 -1.8826 -0.8903 0.00
H 3.3692 -0.5629 -0.0598 0.00
H 0.9338 -0.6262 0.0434 0.00
H 2.2251 0.7369 1.5133 0.00
H 2.2439 -0.6292 2.6641 0.00
H -0.3236 -0.6696 2.3367 0.00
H -0.1206 0.9710 1.6596 0.00
H -1.5658 0.3982 4.0538 0.00
H -1.1454 2.0881 3.5109 0.00
H -0.6924 1.6000 5.1109 0.00
C -1.5483 5.4259 2.1476 0.00
O -1.8419 4.0754 1.8581 0.00
C -3.1957 3.8464 1.4719 0.00
C -3.4575 2.3708 1.3260 0.00
N -2.8315 1.8204 0.1078 0.00
C -3.5517 0.6563 -0.4574 0.00
C -3.1373 -0.6593 0.1897 0.00
O -3.6821 -0.7286 1.4798 0.00
C -3.3879 -1.9627 2.1122 0.00
H -2.1117 6.0802 1.4672 0.00
H -0.5115 5.6198 1.8625 0.00
H -1.7260 5.6957 3.1874 0.00
H -3.4178 4.4240 0.5619 0.00
H -3.8154 4.2752 2.2716 0.00
H -4.5408 2.3010 1.2177 0.00
H -3.1258 1.8529 2.2258 0.00
H -1.9056 1.4939 0.3776 0.00
H -3.3607 0.5712 -1.5287 0.00
H -4.5965 0.8390 -0.2122 0.00
H -2.0392 -0.7402 0.2393 0.00
H -3.5094 -1.4586 -0.4710 0.00
H -3.8996 -2.7774 1.5876 0.00
H -3.8140 -1.9181 3.1123 0.00
H -2.3088 -2.1393 2.1694 0.00
```

Computed properties:
HOMO energy (alpha / beta) = -13.267 / -13.263 eV
HOMO-LUMO gap (alpha / beta) = 6.3 / 4.7 eV
charge = +2
spin multiplicity = 4
E_LUMO (alpha / beta) = -6.95 / -8.61 eV
expectation value of S² = 3.761
relative energy (zero: lowest compared OMol25 entry of this formula, charge and spin) = 0.0 kcal/mol

3.
A structure of composition C45H35F2KN10O4S, computed with ωB97M-V/def2-TZVPD.

XYZ file:
```
98
Properties=species:S:1:pos:R:3:nbo_charge:R:1
K -0.2203 1.2242 0.9409 0.89
O -4.2170 0.0192 1.1958 -0.74
C -3.1013 -0.0573 1.7384 0.57
N -2.4094 0.9111 2.3062 -0.67
C -2.9646 2.0461 2.7911 0.12
C -4.1850 2.0212 3.4847 -0.24
C -4.7024 3.1511 4.0797 -0.27
C -4.0238 4.3600 3.9835 -0.28
C -2.8160 4.4149 3.3181 -0.26
C -2.2443 3.2787 2.7355 0.22
N -1.0670 3.3205 2.0479 -0.74
C -0.0426 4.0530 2.4198 0.58
O 0.1738 4.6774 3.4685 -0.72
C 1.0031 4.0939 1.3218 0.17
C 0.8233 5.0291 0.3044 -0.21
C 1.7710 5.1363 -0.6910 -0.20
C 2.8747 4.2987 -0.6415 -0.28
C 2.9602 3.3977 0.4052 0.05
N 2.0631 3.2995 1.3722 -0.44
C -2.4245 -1.4040 1.8037 0.17
C -3.2237 -2.5293 1.5766 -0.25
C -2.6970 -3.7911 1.7613 -0.20
C -1.3831 -3.8944 2.1936 -0.29
C -0.6647 -2.7223 2.3714 0.03
N -1.1542 -1.5136 2.1732 -0.41
H -4.7102 1.0767 3.5527 0.20
H -5.6382 3.0969 4.6261 0.18
H -4.4369 5.2546 4.4393 0.18
H -2.2775 5.3502 3.2522 0.20
H -0.0562 5.6547 0.3116 0.21
H 1.6569 5.8587 -1.4905 0.20
H 3.6378 4.3303 -1.4056 0.21
H 3.8037 2.7201 0.4767 0.18
H -4.2433 -2.3658 1.2606 0.24
H -3.2955 -4.6768 1.5810 0.20
H -0.9238 -4.8564 2.3758 0.20
H 0.3604 -2.7687 2.7165 0.20
F 5.0587 0.1115 -2.3014 -0.37
C 3.8320 0.7392 -2.4189 0.38
C 2.8345 0.5214 -1.4977 -0.34
C 1.6260 1.2300 -1.5303 -0.31
C 1.4523 2.1306 -2.6151 -0.22
C 2.4383 2.2270 -3.5987 0.40
F 2.2920 2.9683 -4.7609 -0.37
C 3.6493 1.5725 -3.5066 -0.43
C 0.2405 2.9555 -2.5908 0.20
C -0.0120 4.0137 -3.4779 -0.28
C -1.1519 4.7762 -3.3188 -0.19
C -2.0200 4.4891 -2.2777 -0.28
C -1.7107 3.4072 -1.4634 0.06
N -0.6339 2.6708 -1.6209 -0.44
H 3.0039 -0.1893 -0.7004 0.20
H 4.4106 1.7058 -4.2603 0.22
H 0.6572 4.2422 -4.2895 0.22
H -1.3650 5.5861 -4.0090 0.19
H -2.9105 5.0766 -2.1087 0.21
H -2.3635 3.1153 -0.6498 0.22
C 4.4158 0.5074 4.9291 -0.42
N 4.4494 -0.5942 4.0155 -0.38
C 5.5446 -1.2410 3.4992 -0.07
C 5.1067 -2.1387 2.5925 -0.08
N 3.7309 -2.0395 2.5288 -0.42
C 3.3118 -1.0756 3.4215 0.24
S 1.7854 -0.7040 3.8906 -0.18
C 2.9192 -2.6185 1.5432 0.37
C 2.9936 -3.9805 1.2646 -0.28
C 2.1502 -4.4705 0.2820 -0.19
C 1.2795 -3.6011 -0.3595 -0.21
C 1.2898 -2.2613 0.0033 0.06
N 2.1040 -1.7828 0.9221 -0.40
H 5.2778 0.4724 5.5923 0.19
H 3.4902 0.4336 5.5021 0.25
H 4.3955 1.4569 4.3883 0.22
H 6.5413 -1.0268 3.8317 0.21
H 5.6424 -2.8294 1.9746 0.22
H 3.6610 -4.6286 1.8167 0.21
H 2.1694 -5.5210 0.0270 0.21
H 0.5979 -3.9522 -1.1174 0.21
H 0.6322 -1.5401 -0.4511 0.24
O -4.7184 -6.5346 -3.9751 -0.74
C -3.5175 -6.3792 -4.6740 0.09
N -2.9246 -5.0701 -4.5503 -0.65
C -2.7049 -4.6122 -3.2432 0.68
O -2.9969 -5.3469 -2.2887 -0.64
C -2.0909 -3.3104 -3.1046 -0.24
C -1.5642 -2.5517 -4.1699 -0.16
C -0.9580 -1.3456 -3.8872 -0.21
C -0.8630 -0.9177 -2.5662 0.06
N -1.3776 -1.6148 -1.5533 -0.42
C -1.9767 -2.7502 -1.8153 0.11
H -4.4813 -6.2861 -3.0580 0.50
H -3.7242 -6.5884 -5.7280 0.17
H -2.7670 -7.0965 -4.2985 0.16
H -3.2189 -4.3724 -5.2163 0.39
H -1.6177 -2.9235 -5.1842 0.20
H -0.5496 -0.7330 -4.6767 0.22
H -0.3610 0.0029 -2.2973 0.26
H -2.4049 -3.2748 -0.9700 0.23
```

Computed properties:
HOMO energy = -0.771 eV
HOMO-LUMO gap = 4.3 eV
charge = -2
E_LUMO = 3.49 eV

4.
The molecule C7H8N2, computed with ωB97M-V/def2-TZVPD.

XYZ file:
```
17
Properties=species:S:1:pos:R:3:nbo_charge:R:1
C -0.9129 0.5069 -2.9073 0.27
C -1.4385 1.7895 -0.6754 -0.13
C -0.3088 1.1373 -0.3948 0.01
C 0.5558 0.4029 0.4843 0.25
C -0.5376 1.4847 -1.8211 -0.33
C 0.6157 -1.9925 1.2905 -0.60
C -0.0886 -0.6533 1.3908 -0.45
N -1.1998 -0.2162 -3.7618 -0.33
N 1.8417 0.5938 0.4092 -0.57
H -2.2288 2.3724 -0.3074 0.24
H 0.0931 2.3753 -2.1638 0.22
H 1.6571 -1.7169 1.2656 0.20
H 0.0928 -2.5252 0.5138 0.22
H 0.6613 -2.5750 2.1218 0.21
H -1.0711 -0.6816 1.0842 0.21
H -0.1630 -0.3348 2.3509 0.22
H 2.4315 0.0327 1.1203 0.34
```

Computed properties:
HOMO energy = -10.166 eV
HOMO-LUMO gap = 10.2 eV
E_LUMO = 0.08 eV
relative energy (zero: lowest compared OMol25 entry of this formula, charge and spin) = 83.0 kcal/mol

5.
A structure of composition C17H17IIrN6O6S, computed with ωB97M-V/def2-TZVPD.

XYZ file:
```
49
Properties=species:S:1:pos:R:3:nbo_charge:R:1
Ir -0.0649 0.0135 -0.4433 1.05
O 2.0366 2.6001 -3.5870 -0.65
C 1.5630 1.4487 -3.1188 0.79
O 0.5570 0.9280 -3.5260 -0.60
C 2.4720 0.8570 -2.0834 0.09
C 3.8410 1.0124 -2.2086 -0.18
C 4.6839 0.3934 -1.2970 -0.14
C 4.1225 -0.3470 -0.2758 -0.17
C 2.7443 -0.4354 -0.1984 0.11
N 1.9263 0.1440 -1.0864 -0.39
C 2.0877 -1.2105 0.9236 0.74
O 2.7500 -1.7144 1.7953 -0.57
O 0.7874 -1.2838 0.8217 -0.68
H 1.4392 2.9124 -4.2856 0.52
H 4.2289 1.6098 -3.0199 0.25
H 5.7564 0.4984 -1.3847 0.24
H 4.7051 -0.8530 0.4810 0.27
I -1.8447 -5.5562 -2.3873 0.24
C -1.2249 -3.5966 -2.3652 -0.30
C -1.0914 -2.7477 -3.4444 -0.03
N -0.6607 -1.5701 -2.9699 -0.31
N -0.5016 -1.6182 -1.6420 -0.29
C -0.8417 -2.8419 -1.2519 -0.03
H -1.2584 -2.9071 -4.4958 0.25
H -0.3988 -0.7144 -3.4491 0.46
H -0.7923 -3.1145 -0.2107 0.26
S 0.4137 1.8562 0.9443 -0.08
C 0.2173 1.3226 2.5660 0.36
N -0.4975 0.3175 3.0280 -0.55
C -0.3171 0.1351 4.4687 -0.23
C 0.3677 1.4519 4.8769 -0.23
N 0.8037 1.9690 3.5782 -0.57
H -0.9864 -0.3501 2.4510 0.46
H 0.3150 -0.7335 4.6555 0.22
H -1.2772 -0.0081 4.9579 0.23
H 1.2178 1.2874 5.5340 0.23
H -0.3244 2.1460 5.3550 0.21
H 1.3204 2.8198 3.4424 0.43
O -2.9757 -1.0842 1.8679 -0.58
C -3.0731 -0.3572 0.9121 0.70
C -4.3376 0.2859 0.3425 -0.51
C -3.8534 1.2242 -0.7796 -0.51
C -2.3957 0.8908 -0.8352 0.69
O -1.4582 1.2686 -1.5858 -0.60
N -2.0196 0.0321 0.1038 -0.63
H -4.8845 0.7906 1.1356 0.25
H -4.9755 -0.5127 -0.0368 0.25
H -3.9680 2.2798 -0.5297 0.26
H -4.3340 1.0616 -1.7428 0.26
```

Computed properties:
HOMO energy = -11.310 eV
HOMO-LUMO gap = 8.1 eV
charge = +1
E_LUMO = -3.25 eV
relative energy (zero: lowest compared OMol25 entry of this formula, charge and spin) = 0.0 kcal/mol

Number 1: F_max 0.0872 hartree/bohr. Number 2: F_max 0.1405 hartree/bohr. Number 3: F_max 0.0354 hartree/bohr. Number 4: F_max 0.0721 hartree/bohr. Number 5: F_max 0.0036 hartree/bohr.